{
  "formula": "C21H33CeIN2",
  "method": "ωB97M-V with the def2-TZVPD basis set",
  "total_charge": 2,
  "largest_force_ha_per_bohr": 0.082,
  "symbols": ["C", "C", "H", "H", "H", "H", "H", "H", "Ce", "C", "H", "H", "H", "I", "C", "C", "C", "C", "C", "C", "C", "N", "C", "C", "C", "C", "C", "C", "C", "N", "C", "C", "C", "C", "H", "H", "H", "H", "H", "H", "H", "H", "H", "H", "H", "H", "H", "H", "H", "H", "H", "H", "H", "H", "H", "H", "H", "H"],
  "positions_angstrom": [[0.439462, -1.082291, -8.141252], [0.439462, 0.413909, -8.469252], [1.460662, -1.470691, -8.061652], [-0.075838, -1.658391, -8.917452], [-0.066438, -1.279591, -7.189752], [0.801562, 1.005809, -7.621352], [1.085362, 0.631909, -9.326752], [-0.568438, 0.766209, -8.714152], [-0.110738, 0.031909, -2.715952], [-0.999038, 1.134209, -4.184452], [-0.249338, 1.864909, -4.515352], [-1.855838, 1.636009, -3.715952], [-1.341238, 0.551509, -5.039352], [-0.510138, -2.098691, -4.118352], [-1.989238, 4.454809, 2.909648], [-2.358638, 2.955109, 2.889248], [-1.803738, 2.317409, 4.185148], [-3.896138, 2.803709, 2.914548], [-1.800838, 2.301409, 1.604248], [-2.209538, 2.795809, 0.352448], [-1.736938, 2.220409, -0.819752], [-0.872338, 1.176509, -0.767652], [-0.433938, 0.636409, 0.409648], [-0.896638, 1.210009, 1.618048], [0.522062, -0.546591, 0.362448], [1.012962, -1.176591, 1.525248], [1.903662, -2.272491, 1.436148], [2.295962, -2.695091, 0.149348], [1.789962, -2.066391, -0.985052], [0.925662, -1.031191, -0.853652], [2.439562, -3.015391, 2.681848], [2.061862, -4.511491, 2.590148], [3.973362, -2.871991, 2.744748], [1.857662, -2.475091, 4.012148], [-2.385838, 4.944809, 3.825248], [-2.413938, 4.994609, 2.037848], [-0.885438, 4.581809, 2.893648], [-2.228938, 2.818309, 5.082148], [-2.073538, 1.240909, 4.246348], [-0.698338, 2.421809, 4.235348], [-4.372138, 3.291109, 2.038348], [-4.178638, 1.728509, 2.908748], [-4.323638, 3.271009, 3.828348], [-2.902938, 3.621609, 0.271348], [-2.075338, 2.607109, -1.766752], [-0.571538, 0.812509, 2.558048], [0.701962, -0.828591, 2.488748], [2.977362, -3.523791, 0.014248], [2.070662, -2.412391, -1.970652], [2.501762, -4.993491, 1.692848], [2.434962, -5.067291, 3.477648], [0.957662, -4.630791, 2.542248], [4.255462, -1.799691, 2.825548], [4.381262, -3.407291, 3.629648], [4.459362, -3.293891, 1.840848], [2.126962, -1.407991, 4.164848], [0.750262, -2.579091, 4.029348], [2.258362, -3.045791, 4.878048]],
  "atomic_forces_ev_per_a": [[0.1, 0.1, -0.1], [-0.1, -0.1, 0.0], [-0.2, 0.0, 0.0], [0.1, 0.1, 0.2], [0.0, 0.0, -0.1], [0.0, 0.0, -0.1], [-0.1, 0.0, 0.2], [0.2, 0.0, 0.0], [2.4, 1.4, 3.0], [-1.7, 1.9, -2.6], [0.1, 0.2, 0.1], [0.0, 0.1, 0.0], [0.0, 0.2, -0.1], [-0.6, -3.7, -1.8], [0.2, 0.4, -0.3], [0.0, 0.0, 0.6], [0.3, -0.3, -0.1], [-0.4, -0.2, -0.3], [0.1, -0.1, 0.2], [0.3, -0.3, -0.3], [0.2, -0.2, 2.0], [0.1, -0.6, 0.0], [-0.7, 0.9, 0.7], [-0.1, 0.1, -1.2], [0.7, -0.9, 0.5], [0.0, 0.0, -1.2], [-0.1, 0.0, 0.1], [-0.3, 0.4, -0.2], [-0.1, 0.1, 1.8], [-0.3, 0.5, 0.1], [-0.1, -0.1, 0.6], [-0.2, -0.4, -0.3], [0.5, 0.2, -0.2], [-0.3, 0.3, -0.1], [0.2, -0.4, -0.6], [0.2, -0.3, 0.5], [-0.6, 0.0, 0.0], [0.2, -0.3, -0.7], [0.2, 0.6, 0.0], [-0.6, -0.1, 0.1], [0.2, -0.3, 0.5], [0.1, 0.6, 0.0], [0.4, -0.3, -0.6], [0.0, 0.0, 0.1], [0.2, -0.1, -0.3], [0.1, -0.1, 0.3], [-0.1, 0.1, 0.3], [0.0, 0.0, 0.1], [-0.2, 0.2, -0.1], [-0.2, 0.2, 0.5], [-0.2, 0.5, -0.5], [0.6, 0.0, 0.1], [-0.1, -0.6, 0.0], [-0.4, 0.3, -0.6], [-0.2, 0.2, 0.5], [-0.2, -0.6, 0.0], [0.6, 0.1, 0.1], [-0.2, 0.3, -0.7]]
}


{
  "formula": "C35H41BiFIN10O3SSi",
  "method": "ωB97M-V with the def2-TZVPD basis set",
  "e_above_lowest_kj_mol": 90.29,
  "largest_force_ha_per_bohr": 0.009,
  "symbols": ["Bi", "C", "C", "N", "N", "C", "N", "S", "C", "C", "C", "C", "C", "N", "H", "H", "H", "H", "H", "H", "H", "H", "H", "C", "C", "N", "C", "C", "C", "O", "C", "C", "N", "C", "C", "C", "C", "C", "C", "I", "C", "O", "H", "H", "H", "H", "H", "H", "H", "H", "H", "H", "H", "H", "C", "Si", "C", "C", "N", "C", "C", "C", "C", "C", "C", "F", "H", "H", "H", "H", "H", "H", "H", "H", "H", "H", "H", "H", "H", "C", "N", "C", "C", "O", "N", "C", "N", "H", "H", "H", "H", "H", "H", "H"],
  "positions_angstrom": [[-0.028164, -0.565252, -0.011461], [-2.668984, -0.541978, -3.931390], [-2.145327, -0.662994, -2.532195], [-0.913392, -0.984997, -2.291838], [-0.257251, -1.441043, -3.415230], [1.019702, -1.337074, -3.606702], [1.455993, -1.929257, -4.738819], [2.247788, -2.097017, -0.336941], [-3.104844, -0.504052, -1.409564], [-4.456660, -0.271751, -1.643264], [-5.317935, -0.193638, -0.558348], [-4.809972, -0.349140, 0.716742], [-3.447733, -0.577033, 0.862521], [-2.627746, -0.658827, -0.172740], [-1.858837, -0.349387, -4.626738], [-3.405387, 0.255005, -3.997555], [-3.150976, -1.474236, -4.237410], [0.833408, -2.586123, -5.180225], [2.446990, -2.034100, -4.879453], [-4.840604, -0.166108, -2.643651], [-6.373863, -0.021903, -0.715784], [-5.442685, -0.301516, 1.590734], [-3.003594, -0.687413, 1.841792], [1.180248, 3.858349, 2.079727], [1.059022, 3.903310, 0.591074], [0.868747, 5.043164, -0.007403], [0.846038, 5.071214, -1.367335], [1.017298, 3.962189, -2.148387], [1.073802, 4.137957, -3.643948], [2.351730, 3.841759, -4.195019], [1.153272, 2.691315, -1.530859], [1.449390, 1.531190, -2.327019], [1.548745, 0.330913, -1.881763], [2.123730, -0.686753, -2.762410], [3.246683, -0.143059, -3.634780], [4.313747, -0.875220, -3.969515], [4.530313, -2.209892, -3.463607], [3.771936, -2.613387, -2.418471], [2.681162, -1.841444, -1.911969], [3.798056, -0.796774, 1.274512], [1.144750, 2.624201, -0.112228], [1.208507, 1.567525, 0.571105], [1.052519, 4.857686, 2.491895], [2.163658, 3.472657, 2.353430], [0.464090, 3.160534, 2.515308], [0.727759, 6.050432, -1.817820], [0.781041, 5.165910, -3.893391], [0.382158, 3.465997, -4.162718], [3.010247, 4.300726, -3.661208], [1.691717, 1.744537, -3.367381], [3.186569, 0.882967, -3.961134], [5.074242, -0.428201, -4.597985], [5.366325, -2.796917, -3.810598], [4.023001, -3.520136, -1.882758], [-2.935197, -3.909973, -0.696271], [-1.162798, -4.049860, -0.047577], [-0.972736, -5.583835, 1.020137], [-0.112055, -4.361083, -1.563885], [-0.676954, -2.633091, 0.845752], [-1.181771, -2.443453, 2.119407], [-2.319187, -3.077550, 2.652136], [-2.788854, -2.805537, 3.927954], [-2.157548, -1.877241, 4.741433], [-1.025917, -1.230877, 4.262403], [-0.578786, -1.532752, 3.001403], [0.552594, -0.887588, 2.559870], [-3.317479, -4.889644, -0.989997], [-2.949889, -3.276972, -1.585655], [-3.633221, -3.479434, 0.021916], [-1.539994, -6.415302, 0.600422], [-1.279193, -5.455092, 2.055515], [0.080247, -5.871080, 1.022836], [-0.373812, -5.366810, -1.905250], [0.955601, -4.361461, -1.361618], [-0.308546, -3.675673, -2.382903], [-2.854473, -3.790499, 2.043896], [-3.668496, -3.325445, 4.283973], [-2.528884, -1.661964, 5.733119], [-0.483505, -0.502178, 4.847311], [-2.687565, 5.473065, -0.449756], [-2.456093, 4.093317, -0.099304], [-2.295142, 3.586457, 1.249030], [-1.815887, 2.161686, 0.970708], [-1.553865, 1.330332, 1.816340], [-1.722610, 1.976184, -0.382370], [-2.095497, 3.113773, -0.941250], [-2.156348, 3.260625, -2.283444], [-2.625519, 6.073081, 0.455302], [-3.672071, 5.618898, -0.900050], [-1.909584, 5.835187, -1.126162], [-3.231662, 3.581959, 1.810024], [-1.537230, 4.144792, 1.801795], [-1.592026, 2.589317, -2.781320], [-2.117557, 4.197687, -2.650602]],
  "atomic_forces_ev_per_a": [[0.3, 0.3, 0.2], [0.1, 0.0, 0.0], [0.0, 0.0, 0.1], [-0.2, -0.1, -0.2], [-0.1, 0.1, 0.1], [0.0, -0.1, -0.2], [0.0, -0.1, 0.0], [-0.2, -0.2, -0.2], [0.0, 0.0, -0.1], [0.1, 0.0, 0.1], [0.0, 0.0, 0.0], [0.0, 0.0, 0.0], [-0.1, 0.0, 0.1], [0.0, 0.0, -0.2], [0.0, 0.0, 0.0], [0.0, 0.0, 0.0], [0.0, 0.0, 0.0], [0.0, 0.0, 0.0], [0.0, 0.0, 0.0], [0.0, 0.0, -0.1], [0.0, 0.0, 0.0], [0.0, 0.0, 0.0], [0.0, 0.0, 0.0], [0.0, 0.0, 0.1], [0.0, -0.2, 0.0], [0.0, 0.1, 0.0], [0.0, 0.0, 0.0], [0.0, 0.0, -0.1], [-0.1, 0.0, 0.0], [0.1, 0.0, 0.0], [-0.1, 0.1, 0.1], [0.1, 0.0, 0.1], [-0.3, 0.0, -0.1], [0.2, 0.0, 0.1], [0.0, 0.0, 0.0], [0.1, 0.1, -0.1], [-0.1, 0.0, 0.1], [0.1, -0.1, -0.1], [-0.1, 0.0, 0.0], [0.2, 0.1, 0.2], [0.1, 0.1, 0.0], [-0.1, -0.2, 0.1], [0.0, 0.0, 0.0], [0.0, 0.0, 0.0], [0.0, 0.0, 0.0], [0.0, 0.0, 0.0], [0.0, -0.1, 0.0], [0.0, 0.0, 0.0], [0.0, 0.0, 0.0], [0.0, 0.0, 0.1], [0.0, 0.0, -0.1], [0.0, 0.0, 0.0], [0.0, 0.0, 0.0], [0.0, -0.1, 0.0], [0.1, 0.0, 0.0], [0.0, 0.1, 0.0], [0.1, 0.0, 0.0], [-0.1, 0.0, 0.1], [0.0, -0.2, -0.1], [0.1, 0.1, 0.1], [0.0, 0.0, 0.1], [0.0, 0.0, 0.0], [0.0, 0.0, 0.0], [0.0, 0.0, -0.1], [0.1, 0.0, 0.0], [-0.2, -0.1, 0.0], [0.0, -0.1, 0.0], [0.0, 0.0, -0.1], [0.0, 0.0, 0.0], [0.0, -0.1, 0.0], [0.0, 0.0, 0.0], [0.0, 0.0, 0.0], [0.0, 0.0, -0.1], [0.1, 0.0, 0.1], [0.0, 0.1, -0.1], [0.0, 0.0, 0.0], [0.0, 0.0, 0.0], [0.0, 0.0, 0.0], [0.0, 0.0, 0.0], [0.0, 0.1, 0.0], [0.0, -0.1, 0.0], [0.0, 0.0, 0.0], [0.0, 0.1, 0.0], [0.0, 0.0, 0.1], [-0.1, -0.1, -0.1], [0.0, 0.1, -0.1], [0.0, 0.0, 0.0], [0.0, 0.0, 0.0], [0.0, 0.0, 0.0], [0.0, 0.0, 0.0], [0.0, 0.0, 0.0], [0.0, 0.0, 0.0], [0.0, 0.0, 0.0], [0.0, 0.0, 0.0]]
}


For the records above, the corresponding E_LUMO values read -7.3; -0.7 eV.